DFT (ωB97M-V with the def2-TZVPD basis set) results for a cluster of 8 separate species, C32H69BBrN4O23 in total in a non-equilibrium geometry.

```
130
Properties=species:S:1:pos:R:3:mulliken_charge:R:1
C 5.14 1.47 3.27 -1.28
C 5.26 2.44 2.09 0.35
O 5.02 3.78 2.56 -0.37
C 5.70 4.84 1.90 -0.43
C 4.67 5.80 1.25 -0.24
Br 5.41 7.65 1.58 -0.05
C 3.40 5.82 2.11 -1.49
N 2.46 4.75 1.68 0.23
C 2.05 5.02 0.26 -1.52
C 3.26 4.90 -0.64 0.31
B 2.73 5.42 -2.07 0.67
O 2.52 6.78 -2.14 -0.71
N 2.45 4.56 -3.16 0.19
C 2.28 3.12 -2.89 -1.36
C 1.45 5.07 -4.11 -1.04
N 4.39 5.68 -0.14 0.92
C 5.53 5.73 -1.07 -1.47
C 5.83 4.46 -1.88 -0.08
N 5.96 3.26 -1.06 -0.13
H 4.18 0.97 3.31 0.17
H 5.28 2.03 4.19 0.31
H 5.94 0.73 3.21 0.39
H 6.26 2.39 1.66 0.38
H 4.54 2.21 1.30 -0.08
H 6.25 5.39 2.66 0.47
H 6.40 4.47 1.16 0.38
H 3.63 5.73 3.16 0.35
H 2.86 6.76 1.95 0.87
H 1.64 4.73 2.29 0.45
H 2.91 3.83 1.71 0.16
H 1.65 6.04 0.25 0.26
H 1.26 4.33 -0.03 0.45
H 3.52 3.83 -0.69 -0.23
H 2.89 7.22 -2.91 0.33
H 2.13 2.60 -3.83 0.50
H 3.18 2.70 -2.44 0.10
H 1.42 2.90 -2.24 0.64
H 1.91 5.76 -4.83 0.33
H 0.62 5.58 -3.61 0.33
H 1.04 4.24 -4.68 0.37
H 6.42 6.06 -0.52 0.72
H 5.33 6.53 -1.79 0.30
H 6.74 4.66 -2.45 0.58
H 5.04 4.33 -2.63 -0.22
H 6.90 2.89 -1.09 0.33
H 5.33 2.53 -1.37 -0.14
C 5.48 2.05 -5.04 -0.29
O 4.92 0.74 -5.19 -0.36
C 4.59 0.14 -4.05 0.88
O 4.72 0.61 -2.95 -0.55
O 4.09 -1.05 -4.33 -0.35
C 3.69 -1.83 -3.19 -0.61
H 5.69 2.39 -6.05 0.30
H 4.76 2.72 -4.57 -0.10
H 6.39 2.01 -4.45 0.29
H 2.91 -1.31 -2.64 0.25
H 4.54 -2.01 -2.54 0.30
H 3.32 -2.77 -3.58 0.22
C -2.32 0.26 -1.39 -0.69
O -1.48 -0.24 -0.33 -0.30
C -0.51 0.56 0.05 0.80
O -0.24 1.64 -0.41 -0.58
O 0.16 -0.03 1.06 -0.35
C 1.24 0.77 1.53 -0.48
H -3.06 -0.51 -1.55 0.22
H -2.80 1.19 -1.08 0.32
H -1.72 0.43 -2.28 0.33
H 0.85 1.72 1.90 0.29
H 1.96 0.95 0.73 0.21
H 1.71 0.22 2.35 0.22
C -7.83 -1.63 1.55 -0.64
O -6.62 -2.00 2.24 -0.36
C -5.51 -1.76 1.57 0.79
O -5.43 -1.25 0.47 -0.55
O -4.47 -2.17 2.30 -0.34
C -3.21 -1.97 1.66 -0.47
H -8.64 -1.89 2.23 0.21
H -7.84 -0.56 1.35 0.35
H -7.93 -2.19 0.63 0.30
H -3.06 -0.91 1.45 0.18
H -3.16 -2.53 0.73 0.29
H -2.45 -2.32 2.35 0.25
C 1.57 4.76 8.96 -0.63
O 1.45 5.24 7.61 -0.32
C 2.44 6.05 7.23 0.78
O 3.39 6.38 7.89 -0.53
O 2.20 6.43 5.97 -0.32
C 3.20 7.31 5.43 -0.60
H 0.70 4.13 9.11 0.22
H 2.49 4.19 9.08 0.30
H 1.57 5.59 9.66 0.30
H 4.17 6.83 5.42 0.28
H 3.26 8.23 6.01 0.43
H 2.87 7.54 4.42 0.12
C -11.11 -6.48 -0.94 -0.63
O -10.36 -6.97 0.18 -0.23
C -9.40 -6.15 0.60 0.75
O -9.13 -5.07 0.13 -0.57
O -8.78 -6.72 1.63 -0.30
C -7.72 -5.94 2.20 -0.61
H -11.84 -7.26 -1.16 0.16
H -11.61 -5.55 -0.69 0.30
H -10.46 -6.33 -1.80 0.32
H -8.10 -4.99 2.57 0.24
H -6.95 -5.76 1.45 0.29
H -7.33 -6.53 3.01 0.25
C -15.99 -10.22 0.48 -0.63
O -14.80 -10.63 1.16 -0.34
C -13.67 -10.41 0.49 0.83
O -13.59 -9.90 -0.60 -0.55
O -12.65 -10.83 1.22 -0.32
C -11.37 -10.67 0.59 -0.37
H -16.81 -10.47 1.14 0.22
H -15.97 -9.15 0.29 0.29
H -16.09 -10.75 -0.47 0.29
H -11.19 -9.62 0.37 0.06
H -11.32 -11.25 -0.32 0.29
H -10.64 -11.03 1.31 0.23
C 6.58 -3.44 -6.29 -0.60
O 6.31 -4.15 -5.07 -0.20
C 7.00 -5.29 -4.94 0.73
O 7.79 -5.72 -5.74 -0.54
O 6.66 -5.85 -3.79 -0.31
C 7.32 -7.10 -3.52 -0.64
H 5.96 -2.55 -6.25 0.11
H 7.64 -3.16 -6.34 0.33
H 6.32 -4.04 -7.15 0.32
H 8.40 -6.95 -3.48 0.30
H 7.08 -7.82 -4.29 0.30
H 6.94 -7.43 -2.56 0.21
```

Its charge is +1. As for the LUMO energy: -0.09126 Ha. For the max |F|, the calculation gives 1.28 eV/A. As for the orbital gap: 8.84 eV.

DFT (ωB97M-V with the def2-TZVPD basis set) results for an isolated molecule of C5H6O4 in a non-equilibrium geometry.

```
15
Properties=species:S:1:pos:R:3:nbo_charge:R:1
C -0.12 1.08 -0.41 0.03
C 0.55 -0.05 0.47 -0.38
C 2.01 -0.07 0.30 0.44
C -0.30 -1.10 -0.30 0.01
C -1.20 0.02 -0.64 0.53
H -1.52 2.16 0.31 0.49
H 0.57 1.25 -1.23 0.22
H 0.21 0.05 1.52 0.24
H 2.66 0.16 1.22 0.13
H 0.35 -1.53 -1.09 0.23
H -1.83 -1.83 0.51 0.48
O -0.53 2.25 0.24 -0.69
O 2.50 -0.31 -0.78 -0.52
O -0.97 -2.16 0.29 -0.67
O -2.38 0.08 -0.40 -0.55
```

As for the LUMO energy: 0.01668 Ha. As for the SMILES: O=C[C@H]1[C@H](O)C(=O)[C@@H]1O. For the max |F|, the calculation gives 2.26 eV/A. As for the orbital gap: 10.96 eV.

DFT (ωB97M-V with the def2-TZVPD basis set) results for a structure of composition C37H47Cl2CoGeN10O2P2Se3 in a non-equilibrium geometry.

```
105
Properties=species:S:1:pos:R:3:mulliken_spin:R:1
Co 0.67 -19.13 14.98 2.77
Se -4.66 -17.46 11.12 0.00
P -2.77 -16.40 11.21 0.00
C -2.05 -16.38 9.49 0.00
C -0.91 -15.53 9.26 0.00
C -0.61 -15.09 8.01 0.00
C -1.49 -15.28 6.96 0.00
C -2.52 -16.21 7.08 0.00
C -2.77 -16.82 8.35 0.00
C -3.31 -14.69 11.49 0.00
C -3.29 -13.96 12.68 0.00
C -3.79 -12.63 12.78 0.00
C -4.24 -12.02 11.63 0.00
C -4.33 -12.76 10.46 0.00
C -3.81 -14.00 10.33 0.00
C -1.69 -16.93 12.49 -0.01
C -0.78 -17.92 12.65 0.11
N -0.43 -17.95 13.99 -0.14
N -1.23 -17.07 14.66 0.02
N -2.13 -16.55 13.76 0.02
P 0.29 -18.78 11.49 0.00
Se 1.08 -20.35 12.74 0.07
C -0.78 -19.49 10.20 0.00
C -0.29 -19.68 8.86 0.00
C -0.87 -20.62 8.01 0.00
C -2.03 -21.26 8.41 0.00
C -2.60 -21.04 9.65 0.00
C -1.92 -20.22 10.55 0.00
C 1.61 -17.77 10.71 0.00
C 2.48 -18.44 9.85 0.00
C 3.49 -17.74 9.19 0.00
C 3.52 -16.34 9.37 0.00
C 2.77 -15.74 10.37 0.00
C 1.74 -16.44 11.00 0.00
H -0.35 -15.07 10.11 0.00
H 0.32 -14.55 7.81 0.00
H -1.30 -14.69 6.07 0.00
H -2.99 -16.51 6.16 0.00
H -3.48 -17.68 8.39 0.00
H -2.82 -14.43 13.58 0.00
H -3.85 -12.04 13.70 0.00
H -4.40 -10.94 11.63 0.00
H -4.75 -12.35 9.52 0.00
H -3.86 -14.57 9.37 0.00
H 0.61 -19.15 8.51 0.00
H -0.38 -20.85 7.04 0.00
H -2.57 -21.87 7.68 0.00
H -3.53 -21.52 9.98 0.00
H -2.42 -20.17 11.53 0.00
H 2.40 -19.50 9.68 0.00
H 4.30 -18.30 8.65 0.00
H 4.10 -15.66 8.80 0.00
H 2.98 -14.67 10.49 0.00
H 1.11 -15.88 11.67 0.00
N 1.69 -19.92 16.73 0.05
N 3.07 -19.62 16.64 -0.01
C 3.48 -18.87 15.63 0.01
N 4.78 -18.66 15.31 0.00
N 2.47 -18.21 14.95 -0.02
N 2.88 -17.08 14.21 0.00
O 3.97 -17.07 13.55 0.01
O 2.08 -16.18 14.23 0.00
H 1.29 -19.41 17.53 0.00
H 1.52 -20.91 16.91 0.00
H 3.82 -20.15 17.12 0.00
H 5.51 -19.22 15.71 0.00
H 4.87 -18.14 14.38 0.00
Cl 0.19 -14.43 17.56 0.00
C 0.91 -15.96 17.14 0.00
Cl 0.88 -17.24 18.43 0.00
H 1.95 -15.91 16.94 0.00
H 0.29 -16.41 16.26 0.02
C -0.90 -22.36 14.84 0.01
C -1.47 -21.29 15.65 0.01
N -0.95 -20.08 15.85 0.05
C -1.67 -19.52 16.89 0.01
C -2.67 -20.36 17.32 0.00
N -2.51 -21.50 16.49 0.00
H -0.73 -22.13 13.78 0.00
H -1.40 -23.36 15.01 0.00
H 0.14 -22.59 15.13 0.00
H -1.53 -18.49 17.09 -0.01
H -3.40 -20.25 18.14 0.00
H -2.97 -22.40 16.61 0.00
C 2.96 -22.58 23.91 0.00
Ge 2.19 -22.28 22.03 0.00
C 3.31 -23.21 20.80 0.00
C 1.89 -20.36 21.58 0.00
C 0.31 -22.84 22.12 0.00
Se -0.48 -23.55 20.46 0.00
C -0.92 -25.25 21.24 0.00
H 4.09 -22.40 23.94 0.00
H 2.84 -23.62 24.21 0.00
H 2.38 -22.06 24.71 0.00
H 2.96 -22.97 19.78 0.00
H 3.37 -24.29 20.93 0.00
H 4.35 -22.86 20.85 0.00
H 1.91 -20.25 20.50 0.00
H 2.71 -19.70 21.95 0.00
H 0.94 -20.00 21.99 0.00
H -0.23 -21.94 22.43 0.00
H -0.01 -23.65 22.81 0.00
H -1.72 -25.12 21.94 0.00
H -0.05 -25.81 21.74 0.00
H -1.27 -25.99 20.49 0.00
```

As for the expectation value of S²: 3.76. Its charge is +1. As for the LUMO energy (spin up / spin down): -0.10739 / -0.10697 Ha. For the max |F|, the calculation gives 3.81 eV/A. Its spin multiplicity is 4. As for the orbital gap (spin up / spin down): 6.07 / 6.08 eV.

DFT (ωB97M-V with the def2-TZVPD basis set) results for a cluster of 6 separate species, C2H16O5S in total in a non-equilibrium geometry.

```
24
Properties=species:S:1:pos:R:3:nbo_charge:R:1
C 0.30 -2.18 0.59 -0.73
S 1.11 -1.46 2.04 0.16
C -0.31 -0.50 2.75 -0.74
H -0.33 -1.48 -0.04 0.23
H 1.19 -2.36 0.02 0.24
H -0.23 -2.98 0.92 0.21
H -1.19 -1.07 3.03 0.21
H -0.71 0.14 2.02 0.22
H 0.00 0.10 3.81 0.23
H -1.56 0.90 -1.82 0.50
H -2.29 -0.35 -1.16 0.49
O -1.41 -0.04 -1.46 -0.97
H 1.88 0.05 0.51 0.48
H 3.06 1.10 0.43 0.48
O 2.42 0.59 -0.09 -0.99
H 1.09 1.93 -1.10 0.50
H 0.94 3.04 -2.16 0.47
O 0.82 2.90 -1.14 -0.97
H -0.08 -2.80 -3.35 0.47
H -0.44 -1.78 -2.21 0.49
O 0.07 -2.57 -2.43 -0.96
H -1.98 3.55 0.30 0.47
H -0.80 2.51 0.00 0.50
O -1.57 2.75 0.54 -0.98
```

As for the LUMO energy: 0.00974 Ha. As for the SMILES: CSC.O.O.O.O.O. For the max |F|, the calculation gives 3.69 eV/A. As for the orbital gap: 9.00 eV.

no.,DFT total energy (eV)
1,-158071.079
2,-13470.357
3,-391921.794
4,-23405.500